*a*
14
Properties=species:S:1:pos:R:3:mulliken_charge:R:1 method="wB97M-V/def2-TZVPD" total_charge=+1 orbital_gap_ev=12.227
C 0.325 1.785 -0.418 -1.492
C 0.112 0.357 -0.586 -0.454
C 0.195 -0.355 0.721 -0.167
N -0.524 -1.787 0.442 -0.397
H -0.539 2.255 -0.025 0.389
H 1.289 2.059 -0.082 0.394
H 0.491 2.261 -1.375 0.385
H -0.845 0.201 -1.061 0.382
H 0.853 -0.043 -1.383 0.315
H 1.292 -0.570 1.105 0.297
H -0.465 0.025 1.620 0.288
H 0.053 -2.626 0.456 0.348
H -1.311 -1.847 1.107 0.359
H -0.927 -1.715 -0.521 0.353

*b*
14
Properties=species:S:1:pos:R:3:mulliken_charge:R:1 method="wB97M-V/def2-TZVPD" total_charge=+1 orbital_gap_ev=8.426
C 2.457 4.838 -0.136 -0.902
H 1.462 5.168 -0.546 0.214
H 2.824 5.584 0.489 0.266
H 2.964 4.398 -1.012 0.229
H 2.447 4.058 0.748 0.192
C -0.571 -2.435 0.968 -0.568
C -1.905 -3.206 -1.027 -0.054
N -1.729 -2.499 0.006 -0.142
H -1.197 -2.209 1.811 0.314
H -0.044 -1.512 0.558 0.307
H -0.089 -3.396 0.679 0.257
H -1.208 -4.079 -1.199 0.254
H -2.775 -2.798 -1.652 0.272
H -2.636 -1.910 0.313 0.360

Stability check: which of them is least stable? *b*.

*a*
14
Properties=species:S:1:pos:R:3:mulliken_charge:R:1 method="wB97M-V/def2-TZVPD" total_charge=+1 orbital_gap_ev=9.589
C -2.062 -0.042 -0.587 -0.917
C 1.682 -0.455 -0.439 -0.720
C 0.514 0.390 1.565 -0.238
N 0.917 0.591 0.318 0.005
H -1.451 -0.968 -0.757 0.168
H -1.980 0.399 0.490 0.196
H -2.853 -0.652 -0.801 0.350
H 2.780 -0.226 -0.303 0.330
H 1.323 -1.422 -0.030 0.327
H 1.325 -0.279 -1.488 0.309
H 0.482 -0.671 1.808 0.279
H -0.183 1.210 1.916 0.401
H 1.049 1.506 0.037 0.275
H -1.545 0.620 -1.728 0.235

*b*
14
Properties=species:S:1:pos:R:3:mulliken_charge:R:1 method="wB97M-V/def2-TZVPD" total_charge=+1 orbital_gap_ev=9.877
N -0.746 -0.284 -1.951 -0.475
H 0.231 -0.014 -1.899 0.361
H -0.851 -1.232 -2.376 0.392
H -1.213 -0.232 -1.029 0.284
H -1.300 0.130 -2.710 0.402
C 1.437 0.793 1.047 -0.928
C 0.430 -0.359 1.022 0.011
C -0.888 -0.259 1.174 -1.141
H 2.416 0.484 0.603 0.316
H 1.031 1.687 0.576 0.298
H 1.651 1.060 2.103 0.301
H 0.837 -1.367 1.082 0.327
H -1.599 -1.076 1.250 0.430
H -1.436 0.669 1.107 0.423

Stability check: which of them is least stable? *a*.

*a*
58
Properties=species:S:1:pos:R:3:mulliken_charge:R:1 method="wB97M-V/def2-TZVPD" orbital_gap_ev=9.401
O -2.130 -4.663 3.689 -0.560
C -0.958 -4.164 3.086 -0.757
C -1.245 -2.713 2.743 0.238
O -0.011 -2.271 2.182 -0.364
H -2.690 -4.985 2.956 0.318
H -0.095 -4.352 3.715 0.288
H -0.831 -4.816 2.242 0.385
H -1.335 -2.274 3.719 0.148
H -2.211 -2.533 2.206 0.210
H -0.003 -1.324 2.195 0.217
O -0.995 -1.587 -1.122 -0.284
C -2.340 -1.485 -0.627 -0.783
C -2.260 -0.318 0.369 1.442
O -3.520 0.189 0.746 -0.667
H -1.060 -1.881 -2.008 0.215
H -3.084 -1.219 -1.412 0.461
H -2.612 -2.404 -0.117 0.263
H -1.582 0.492 -0.100 -0.358
H -1.726 -0.649 1.273 -0.789
H -3.332 0.837 1.425 0.376
O 0.470 -1.365 -4.344 -0.576
C 1.316 -1.073 -3.235 0.677
C 2.567 -0.376 -3.713 -0.814
O 3.488 -0.016 -2.664 -0.556
H 1.011 -1.553 -5.142 0.317
H 0.730 -0.414 -2.623 -0.236
H 1.509 -2.019 -2.740 0.112
H 2.319 0.569 -4.256 0.357
H 3.210 -0.944 -4.428 0.392
H 3.309 0.902 -2.492 0.361
O -2.789 3.886 -1.736 -0.531
C -2.618 3.397 -0.403 -0.549
C -1.229 3.319 -0.108 0.028
O -1.070 2.820 1.163 -0.545
H -3.681 4.230 -1.763 0.323
H -3.212 3.920 0.354 0.296
H -3.092 2.391 -0.392 0.171
H -0.863 4.367 -0.190 0.432
H -0.674 2.823 -0.893 0.075
H -0.110 2.889 1.350 0.357
O 3.902 0.893 0.860 -0.619
H 4.388 1.372 0.131 0.312
H 2.972 0.978 0.605 0.270
O 2.132 2.370 -2.059 -0.734
H 2.663 2.831 -1.425 0.307
H 1.722 1.675 -1.545 0.100
O 1.261 0.480 -0.174 0.211
H 1.617 -0.407 -0.101 0.394
H 0.804 0.664 0.639 -0.149
O 1.548 2.965 1.619 -0.598
H 2.301 3.213 1.116 0.253
H 2.002 2.736 2.438 0.265
O 0.348 0.482 2.477 -0.565
H -0.391 0.513 3.124 0.293
H 1.150 0.451 3.053 0.230
O 1.913 -2.130 -0.213 -0.631
H 2.174 -2.559 0.615 0.292
H 0.936 -2.164 -0.059 0.279

*b*
58
Properties=species:S:1:pos:R:3:mulliken_charge:R:1 method="wB97M-V/def2-TZVPD" orbital_gap_ev=10.425
O 6.242 8.597 9.342 -0.605
C 7.655 8.427 9.077 0.428
C 8.142 9.243 7.910 -0.524
O 9.493 9.645 8.044 -0.601
H 5.724 8.579 8.530 0.318
H 8.229 8.762 9.890 0.078
H 7.895 7.391 8.935 -0.030
H 7.452 10.101 7.916 0.392
H 7.977 8.728 6.971 0.254
H 10.001 8.853 7.733 0.302
O 15.151 6.710 8.574 -0.350
C 15.600 7.474 9.650 -0.323
C 15.182 8.897 9.561 -0.765
O 13.927 9.219 10.186 -0.624
H 14.557 5.998 8.827 0.305
H 15.306 7.008 10.610 0.288
H 16.646 7.706 9.534 0.251
H 15.109 9.059 8.481 0.406
H 15.916 9.519 10.028 0.486
H 14.085 9.117 11.114 0.300
O 12.535 7.690 7.019 -0.390
C 11.923 6.498 6.443 -0.375
C 10.461 6.726 6.171 -0.584
O 9.666 6.975 7.316 -0.330
H 13.310 7.375 7.459 0.081
H 12.367 6.355 5.454 0.373
H 12.031 5.577 6.915 0.373
H 10.022 5.841 5.618 0.250
H 10.370 7.612 5.493 0.339
H 10.172 6.671 8.101 0.417
O 6.838 5.230 14.748 -0.551
C 6.967 5.045 13.345 -0.409
C 6.410 6.231 12.648 -0.208
O 6.220 5.846 11.285 -0.644
H 7.412 5.856 15.189 0.309
H 7.995 4.731 13.147 0.299
H 6.378 4.131 12.931 0.233
H 7.001 7.162 12.601 0.299
H 5.438 6.394 13.153 0.306
H 5.781 6.564 10.856 0.256
O 15.107 6.924 5.691 -0.577
H 15.554 6.679 6.478 0.307
H 15.400 6.281 5.066 0.277
O 13.281 5.016 9.786 -0.629
H 12.430 5.404 9.963 0.333
H 13.069 4.132 9.524 0.260
O 8.406 4.843 10.137 -0.726
H 7.723 5.362 10.605 0.488
H 8.152 4.874 9.241 0.286
O 11.346 8.869 10.342 -0.804
H 10.705 9.461 10.007 0.278
H 12.226 9.072 10.021 0.489
O 13.140 8.889 12.827 -0.722
H 12.371 9.306 12.394 0.347
H 13.114 7.972 12.513 0.344
O 10.874 6.261 9.700 -0.771
H 10.785 7.208 9.854 0.363
H 9.983 5.840 9.953 0.426

Stability check: which of them is least stable? *a*.

*a*
9
Properties=species:S:1:pos:R:3:mulliken_charge:R:1 method="wB97M-V/def2-TZVPD" orbital_gap_ev=8.939
C -1.159 1.190 -0.284 -0.658
C 0.757 -0.903 0.588 -0.494
O 0.212 -0.841 -1.947 -0.603
P -0.284 -0.234 -0.728 0.806
Cl 2.083 0.303 0.818 -0.139
H -1.865 1.655 -1.038 0.259
H -1.061 1.483 0.775 0.222
H 1.179 -1.858 0.365 0.308
H 0.138 -0.796 1.453 0.298

*b*
9
Properties=species:S:1:pos:R:3:mulliken_charge:R:1 method="wB97M-V/def2-TZVPD" orbital_gap_ev=8.846
C -1.812 0.391 -0.073 -0.642
O -0.526 -0.234 0.222 -0.294
P 0.908 0.627 -0.132 0.110
C 2.143 -0.560 0.004 -0.162
Cl 3.815 -0.108 -0.152 -0.151
H -2.135 -0.262 -0.874 0.215
H -1.810 1.377 -0.268 0.367
H -2.424 0.305 0.798 0.253
H 1.840 -1.536 0.476 0.303

Stability check: which of them is least stable? *b*.

*a*
16
Properties=species:S:1:pos:R:3:lowdin_spin:R:1 method="wB97M-V/def2-TZVPD" spin_multiplicity=2 orbital_gap_ev="10.471 / 6.286"
O 1.868 -0.181 -0.025 0.824
C 1.223 -1.293 -0.183 0.063
O 0.056 -1.402 -0.450 0.031
C 2.163 -2.476 0.007 0.059
H 1.555 -3.347 -0.203 0.014
H 3.000 -2.387 -0.691 0.000
H 2.552 -2.495 1.019 -0.001
C -1.054 1.824 0.346 0.005
O -1.496 0.627 0.974 0.000
C -2.122 2.372 -0.587 0.001
H -0.842 2.551 1.134 0.000
H -0.130 1.644 -0.203 0.004
H -1.021 -0.113 0.583 0.001
H -3.056 2.480 -0.027 0.000
H -1.811 3.312 -1.041 0.000
H -2.291 1.678 -1.407 0.000

*b*
16
Properties=species:S:1:pos:R:3:lowdin_spin:R:1 method="wB97M-V/def2-TZVPD" spin_multiplicity=2 orbital_gap_ev="11.001 / 6.654"
C -0.488 1.989 -0.282 0.033
C -1.672 1.555 -1.080 0.021
C -0.371 1.133 1.045 0.058
O 0.426 1.453 1.926 0.714
O -1.021 0.090 1.059 0.165
H 0.523 2.067 -0.889 -0.001
H -0.598 3.007 0.064 0.000
H -1.902 0.561 -0.733 0.005
H -1.502 1.480 -2.243 0.006
H -2.483 2.223 -1.088 0.001
C 1.370 -2.682 0.748 0.000
O 2.296 -2.800 -0.399 0.000
H 1.838 -2.394 -1.125 0.000
H 0.776 -1.819 0.381 0.000
H 2.023 -2.301 1.572 0.000
H 0.784 -3.561 1.044 0.000

Stability check: which of them is least stable? *b*.

*a*
20
Properties=species:S:1:pos:R:3:mulliken_charge:R:1 method="wB97M-V/def2-TZVPD" orbital_gap_ev=9.638
N 2.269 0.563 0.572 -0.427
C 1.248 -0.501 0.535 -1.216
C -0.176 0.058 0.458 0.430
C -0.387 1.198 -0.531 -0.819
C -1.768 1.065 -1.212 -0.656
S -3.094 1.304 -0.034 -0.235
H 2.504 0.916 -0.330 0.170
H 2.682 0.747 1.462 0.175
H 1.535 -1.135 -0.400 0.333
H 1.471 -1.201 1.335 0.508
H -0.670 -0.861 0.068 -0.038
H -0.404 0.321 1.513 0.400
H 0.406 1.237 -1.311 0.338
H -0.306 2.247 -0.289 0.276
H -1.957 0.105 -1.666 0.361
H -1.855 1.794 -2.067 0.359
H -2.538 1.672 1.126 0.093
O 0.397 -3.455 0.484 -0.672
H 1.039 -2.755 0.325 0.305
H -0.398 -3.318 -0.037 0.315

*b*
20
Properties=species:S:1:pos:R:3:mulliken_charge:R:1 method="wB97M-V/def2-TZVPD" orbital_gap_ev=9.779
N 0.938 -1.883 -0.357 -0.598
C 1.004 -0.420 -0.406 -0.548
C 0.573 0.191 0.976 -0.688
C -0.897 0.342 1.357 -0.319
C -1.639 1.267 0.474 -0.917
S -0.582 2.911 -0.015 -0.222
H 1.652 -2.442 0.114 0.221
H -0.053 -2.137 -0.122 0.212
H 0.275 0.063 -1.048 0.453
H 2.082 -0.124 -0.407 0.193
H 1.017 1.235 1.193 0.364
H 1.119 -0.452 1.768 0.318
H -1.250 -0.770 1.376 0.201
H -1.115 0.631 2.350 0.299
H -1.924 0.984 -0.566 0.332
H -2.586 1.599 0.818 0.447
H -0.556 3.574 1.115 0.117
O 0.600 -1.078 -3.052 -0.664
H 0.795 -1.519 -2.133 0.470
H 0.548 -1.973 -3.436 0.328

*c*
20
Properties=species:S:1:pos:R:3:mulliken_charge:R:1 method="wB97M-V/def2-TZVPD" orbital_gap_ev=9.357
C 1.583 1.148 -1.554 -1.315
C 0.600 1.288 -0.353 -0.161
N -0.713 0.849 -0.842 -0.371
C -1.771 0.614 0.156 -0.823
C -1.391 -0.365 1.264 -0.381
S -1.476 -2.070 0.657 -0.234
H 2.048 0.176 -1.743 0.294
H 1.017 1.476 -2.435 0.369
H 2.413 1.846 -1.430 0.364
H 0.569 2.369 -0.238 0.251
H 1.037 0.758 0.492 0.272
H -0.512 -0.006 -1.353 0.306
H -2.555 0.126 -0.447 0.375
H -2.237 1.532 0.528 0.342
H -0.318 -0.244 1.501 0.161
H -1.931 -0.246 2.217 0.428
H -2.379 -2.495 1.572 0.116
O 1.946 -1.951 0.942 -0.568
H 2.012 -1.906 -0.014 0.276
H 2.058 -2.897 1.082 0.300

*d*
20
Properties=species:S:1:pos:R:3:mulliken_charge:R:1 method="wB97M-V/def2-TZVPD" orbital_gap_ev=9.503
C 0.000 0.000 0.000 -0.751
S -1.799 -0.150 0.127 -0.172
C -2.283 0.831 -1.270 -0.649
C -1.947 0.124 -2.610 -0.388
C -2.704 0.772 -3.755 -0.672
N -2.357 0.171 -5.020 -0.657
H 0.302 0.323 -1.010 0.237
H 0.474 -0.973 0.214 0.284
H 0.369 0.739 0.731 0.259
H -3.382 0.942 -1.189 0.363
H -1.842 1.846 -1.285 0.371
H -0.860 0.044 -2.807 0.283
H -2.339 -0.902 -2.471 0.283
H -2.253 1.780 -3.838 0.340
H -3.788 0.902 -3.573 0.351
H -2.642 -0.799 -4.846 0.268
H -1.348 0.143 -5.202 0.268
O -3.479 1.773 2.547 -0.643
H -3.372 1.018 1.925 0.306
H -2.586 2.183 2.596 0.317

Stability check: which of them is least stable? *b*.

*a*
20
Properties=species:S:1:pos:R:3:mulliken_charge:R:1 method="wB97M-V/def2-TZVPD" orbital_gap_ev=9.343
C -1.963 -1.261 1.503 -0.560
S -2.189 0.559 1.315 -0.115
C -0.920 1.137 0.150 -0.588
C -0.554 0.179 -0.959 -0.491
C 0.620 0.754 -1.817 -0.517
N 1.907 0.285 -1.354 -0.602
H -0.911 -1.339 1.218 -0.004
H -2.504 -2.041 0.979 0.308
H -2.003 -1.363 2.583 0.303
H -0.086 1.564 0.752 0.327
H -1.297 2.032 -0.379 0.348
H -1.324 -0.067 -1.682 0.268
H -0.191 -0.701 -0.428 0.259
H 0.458 0.335 -2.827 0.367
H 0.476 1.840 -1.960 0.290
H 2.058 0.623 -0.400 0.184
H 2.698 0.767 -1.779 0.244
O 1.925 -1.186 2.134 -0.672
H 2.534 -1.331 1.401 0.342
H 1.264 -0.785 1.550 0.309

*b*
20
Properties=species:S:1:pos:R:3:mulliken_charge:R:1 method="wB97M-V/def2-TZVPD" orbital_gap_ev=9.090
C 0.518 2.314 -2.379 -0.866
S -0.413 2.287 -0.804 -0.110
C -0.246 0.694 0.048 -0.600
C 0.081 -0.601 -0.765 -0.210
C -0.702 -1.802 -0.273 -0.779
N -0.571 -2.166 1.132 -0.579
H 1.566 2.424 -2.083 0.269
H 0.342 1.600 -3.177 0.323
H 0.330 3.310 -2.787 0.312
H 0.568 0.791 0.776 0.229
H -1.213 0.645 0.582 0.285
H -0.393 -0.208 -1.686 0.210
H 1.158 -0.690 -0.720 0.318
H -0.400 -2.652 -0.879 0.415
H -1.730 -1.585 -0.631 0.309
H -1.097 -3.024 1.271 0.247
H -1.062 -1.443 1.663 0.226
O 0.919 -0.117 3.344 -0.606
H 1.142 0.802 3.246 0.316
H 1.202 -0.578 4.120 0.292

Stability check: which of them is least stable? *b*.

*a*
20
Properties=species:S:1:pos:R:3:mulliken_charge:R:1 method="wB97M-V/def2-TZVPD" orbital_gap_ev=9.501
C -0.723 1.566 0.819 -0.841
S 0.231 1.577 -0.690 -0.120
C -0.074 -0.067 -1.464 -0.620
C 0.261 -1.251 -0.536 -0.395
C -0.943 -1.742 0.250 -0.588
N -1.610 -2.860 -0.352 -0.558
H -0.468 0.697 1.425 0.152
H -1.794 1.604 0.688 0.368
H -0.311 2.342 1.459 0.369
H 0.659 0.013 -2.254 0.292
H -1.116 -0.121 -1.769 0.370
H 1.071 -0.953 0.139 0.154
H 0.672 -2.072 -1.134 0.407
H -0.665 -1.959 1.283 0.406
H -1.666 -0.949 0.470 0.274
H -1.685 -3.723 0.165 0.192
H -2.505 -2.727 -0.803 0.198
O 2.599 1.196 1.947 -0.668
H 2.104 0.665 2.581 0.336
H 2.128 0.990 1.125 0.271

*b*
20
Properties=species:S:1:pos:R:3:mulliken_charge:R:1 method="wB97M-V/def2-TZVPD" orbital_gap_ev=9.036
C 0.971 -0.794 -2.372 -1.000
C -0.284 -1.567 -1.846 -0.279
N -1.059 -0.681 -0.947 -0.299
C -1.417 -0.909 0.578 -0.853
C -0.222 -1.265 1.392 -0.386
S 0.451 0.447 1.652 -0.252
H 1.415 -0.177 -1.602 0.216
H 0.723 0.059 -3.033 0.349
H 1.745 -1.508 -2.710 0.303
H -1.028 -1.778 -2.708 0.225
H -0.109 -2.619 -1.334 0.268
H -0.808 0.330 -1.064 0.233
H -1.828 0.017 0.937 0.410
H -2.102 -1.769 0.511 0.314
H 0.345 -2.038 0.927 0.359
H -0.536 -1.605 2.384 0.318
H 1.502 0.409 0.880 0.085
O 0.640 3.660 0.048 -0.617
H 1.422 3.186 -0.294 0.316
H 0.054 3.037 0.410 0.293

Stability check: which of them is least stable? *b*.